10
Properties=species:S:1:pos:R:3 method="wB97M-V/def2-TZVPD" orbital_gap_ha=0.3410 e_homo_ev=-9.05 e_above_lowest_kcal_mol=33.8 total_charge=0
C -1.3896 0.1460 0.9726
C 1.0111 -0.6370 -0.4559
C 0.2616 0.5522 -0.0354
O -1.9667 1.0529 1.4336
I -0.4397 1.6098 -1.8243
H -1.8959 -0.9591 0.8803
H 1.3274 -1.1266 0.4364
H 0.3329 -1.3466 -1.0552
H 1.9750 -0.5984 -0.9875
H 0.7839 1.3067 0.6356